[1]
ORCA calculation (wB97M-V/def2-TZVPD) on a cluster of 10 separate species, C48H126N10O14 in total at a distorted geometry.

Spin multiplicity: 1
SMILES: COC[C@H](C)N.COC[C@H](C)N.COC[C@H](C)N.COC[C@H](C)N.COC[C@H](C)N.COC[C@H](C)N.COCCNCCOC.COCCNCCOC.COCCNCCOC.COCCNCCOC

```
198
Properties=species:S:1:pos:R:3:forces:R:3:lowdin_charge:R:1
C 4.088 3.259 0.463 0.08 0.87 1.32 -0.12
O 3.505 3.588 -0.750 -0.10 -0.21 -0.28 -0.21
C 2.405 4.484 -0.631 -0.07 -1.11 0.05 -0.19
C 2.485 5.355 -1.836 1.75 0.65 -0.10 -0.47
C 3.602 6.383 -1.616 -0.41 0.76 -0.03 -0.05
N 1.270 6.049 -2.083 -1.35 0.96 -1.04 0.06
H 3.392 2.886 1.222 -0.23 -0.22 -0.24 0.08
H 4.536 4.155 0.923 0.06 -0.02 -0.05 0.10
H 4.877 2.544 0.346 0.33 -0.54 -0.39 0.08
H 1.484 3.897 -0.620 -0.28 -0.01 0.05 0.10
H 2.460 5.034 0.306 0.03 0.31 0.11 0.13
H 2.840 4.733 -2.667 -0.30 -0.26 -0.03 0.11
H 3.270 7.177 -0.946 -0.29 -0.12 0.25 0.08
H 3.750 6.906 -2.554 0.52 0.01 -0.32 0.07
H 4.540 6.020 -1.197 -0.04 -0.40 -0.38 0.08
H 0.502 5.413 -2.232 -0.28 -0.44 0.29 0.06
H 1.268 6.580 -2.971 0.47 -0.25 0.80 0.09
C -0.891 0.089 0.664 -0.13 -0.52 1.57 -0.10
O 0.029 0.055 -0.376 -1.04 -0.29 -1.25 -0.20
C 1.216 0.710 -0.130 1.35 0.54 0.80 -0.21
C 2.187 0.521 -1.278 0.50 1.31 -0.69 -0.38
C 1.676 1.241 -2.549 -0.34 -0.11 0.05 -0.04
N 2.462 -0.891 -1.478 0.24 -0.40 -0.12 0.10
H -1.830 -0.384 0.337 0.28 0.38 -0.12 0.08
H -1.079 1.107 1.113 0.21 -0.76 -0.67 0.09
H -0.496 -0.576 1.477 -0.31 0.53 -0.14 0.08
H 1.034 1.780 0.031 0.00 0.11 -0.07 0.11
H 1.681 0.332 0.794 -0.04 -0.10 -0.10 0.10
H 3.151 1.048 -1.023 -0.89 -0.59 0.15 0.12
H 0.682 0.852 -2.785 -0.04 0.00 -0.16 0.06
H 2.343 1.097 -3.402 -0.06 -0.24 0.20 0.05
H 1.585 2.331 -2.436 0.02 -0.15 0.34 0.07
H 2.737 -1.060 -2.429 0.67 0.29 -0.50 0.05
H 1.636 -1.460 -1.451 -0.82 -0.09 0.60 0.04
C -1.870 2.837 -1.696 1.23 1.76 0.87 -0.04
O -1.365 3.664 -0.610 0.40 -1.76 -0.81 -0.23
C -2.329 4.164 0.263 0.97 1.48 0.27 -0.21
C -1.512 4.866 1.397 -0.05 -0.45 -0.76 -0.42
C -0.737 3.820 2.229 -1.00 1.28 0.59 -0.06
N -2.424 5.686 2.198 0.52 -0.21 0.61 0.03
H -2.085 1.849 -1.342 -0.64 -0.54 0.11 0.07
H -1.025 2.786 -2.366 0.20 -0.24 -0.38 0.06
H -2.656 3.388 -2.208 -0.48 -0.37 0.00 0.09
H -2.867 4.875 -0.370 -0.64 0.42 0.60 0.12
H -3.025 3.462 0.713 -0.06 -0.55 -0.06 0.12
H -0.701 5.430 0.916 -0.35 0.29 -0.26 0.13
H -1.451 3.246 2.831 0.31 -0.34 -0.29 0.07
H -0.090 4.353 2.935 -0.02 -0.02 0.03 0.08
H -0.084 3.262 1.579 -0.06 -0.55 -0.16 0.05
H -2.721 6.525 1.717 0.03 -0.10 -0.29 0.07
H -1.933 6.018 3.028 -0.18 -0.16 -0.12 0.07
C 4.689 -1.613 0.909 0.45 1.07 0.03 -0.09
O 4.172 -0.753 1.933 -0.13 0.07 0.26 -0.22
C 3.177 -1.326 2.779 -0.86 1.00 0.17 -0.19
C 2.824 -0.342 3.960 1.35 -0.65 -0.59 -0.40
C 2.159 0.913 3.429 0.25 -0.78 -0.06 -0.07
N 4.065 -0.015 4.677 0.65 0.31 -0.03 0.03
H 4.940 -0.952 0.049 -0.08 -0.46 0.59 0.08
H 3.953 -2.318 0.529 -0.04 -0.17 0.20 0.06
H 5.615 -2.086 1.285 -0.46 -0.14 -0.24 0.09
H 2.256 -1.378 2.176 0.09 -0.83 0.10 0.10
H 3.526 -2.268 3.205 -0.23 -0.28 -0.19 0.12
H 2.159 -0.802 4.702 0.03 -0.32 -0.39 0.12
H 1.232 0.696 2.925 -0.42 -0.25 -0.24 0.05
H 2.814 1.371 2.716 0.38 0.52 -0.31 0.06
H 1.935 1.556 4.242 0.02 0.83 0.68 0.06
H 4.365 -0.755 5.314 -0.30 0.18 -0.32 0.07
H 4.833 0.110 3.998 -0.65 -0.04 0.45 0.08
C -5.429 -3.122 -0.176 -0.55 -0.99 -0.27 -0.12
O -5.856 -2.551 1.011 -0.25 0.86 0.97 -0.18
C -6.815 -1.519 0.881 0.28 0.24 -0.49 -0.20
C -6.249 -0.221 0.329 0.56 -1.80 0.12 -0.50
C -5.057 0.261 1.116 0.21 0.37 -0.42 -0.05
N -7.313 0.705 0.386 -0.31 1.40 0.53 0.04
H -4.708 -3.876 0.080 0.45 -0.37 0.14 0.06
H -4.987 -2.495 -0.926 0.29 0.88 -0.20 0.08
H -6.268 -3.640 -0.625 -0.35 -0.24 -0.46 0.09
H -7.641 -1.787 0.200 0.03 -0.45 0.28 0.13
H -7.215 -1.250 1.861 0.02 -0.50 0.10 0.13
H -5.874 -0.386 -0.681 -0.06 -0.22 -0.44 0.12
H -5.362 0.620 2.084 -0.22 0.29 0.47 0.08
H -4.703 1.109 0.505 0.62 -0.21 0.63 0.08
H -4.302 -0.523 1.288 -0.18 0.38 -0.50 0.08
H -8.186 0.427 -0.020 -0.15 -0.29 -0.36 0.07
H -7.004 1.566 -0.020 -0.28 0.63 -0.18 0.08
C -1.327 0.925 -7.538 -0.41 0.22 0.29 -0.09
O -1.378 1.690 -6.334 0.27 -0.35 -0.39 -0.20
C -0.103 1.951 -5.750 0.15 -1.29 -0.41 -0.20
C 0.598 3.131 -6.364 -0.11 1.76 -0.68 -0.42
C 1.971 3.550 -5.875 -0.15 -0.26 2.07 -0.06
N -0.330 4.254 -6.066 0.03 -0.78 0.20 0.05
H -1.117 1.584 -8.367 -0.02 0.25 -0.54 0.07
H -2.327 0.484 -7.655 0.40 0.05 -0.04 0.08
H -0.556 0.134 -7.583 -0.24 0.17 0.57 0.09
H -0.350 2.224 -4.737 0.28 -0.15 0.60 0.10
H 0.450 0.994 -5.829 0.25 0.54 0.41 0.13
H 0.762 3.029 -7.428 -0.54 -0.52 -0.72 0.12
H 1.852 3.723 -4.788 0.43 -0.17 -0.19 0.07
H 2.359 4.484 -6.256 -0.50 0.46 -0.54 0.07
H 2.781 2.861 -6.050 0.02 -0.71 0.00 0.07
H -0.056 5.084 -6.542 0.15 0.63 -0.43 0.06
H -1.264 3.990 -6.363 0.05 0.13 -0.03 0.07
C -2.711 -6.390 1.447 1.08 -0.66 -0.36 -0.12
O -1.912 -5.426 2.031 0.14 1.57 1.08 -0.20
C -2.741 -4.434 2.629 0.37 1.23 0.67 -0.19
C -1.888 -3.297 3.255 0.46 -1.36 0.16 -0.17
N -0.907 -4.009 4.106 -0.44 0.65 0.70 -0.03
C 0.034 -3.153 4.831 -1.01 0.81 -0.29 -0.21
C 1.093 -3.840 5.621 0.84 -1.56 -0.24 -0.21
O 1.878 -4.577 4.683 0.84 -0.75 -0.25 -0.22
C 2.807 -5.512 5.275 -1.09 0.34 0.38 -0.09
H -2.024 -7.164 1.124 -0.07 -0.32 -0.22 0.09
H -3.177 -5.953 0.584 -0.85 -0.07 -0.56 0.07
H -3.383 -6.811 2.171 -0.77 -0.23 0.20 0.09
H -3.302 -4.826 3.499 0.06 -0.33 -0.51 0.13
H -3.453 -4.027 1.897 0.07 -0.07 0.05 0.10
H -2.534 -2.620 3.811 -0.18 -0.23 0.39 0.10
H -1.388 -2.648 2.545 0.21 0.09 -0.71 0.09
H -0.423 -4.617 3.478 0.54 -0.52 -0.11 0.09
H -0.543 -2.468 5.463 0.05 -0.27 0.20 0.08
H 0.539 -2.490 4.156 0.56 0.60 -0.75 0.09
H 0.700 -4.600 6.287 -0.50 0.11 0.60 0.11
H 1.774 -3.180 6.176 -0.45 0.31 0.02 0.13
H 3.184 -6.178 4.489 0.15 0.58 0.11 0.09
H 2.297 -6.179 6.005 0.05 0.41 -0.28 0.09
H 3.586 -4.967 5.836 0.01 -0.28 -0.42 0.09
C 5.824 4.647 -4.879 -0.81 0.50 -0.92 -0.12
O 5.808 3.287 -4.654 1.00 -1.46 -0.26 -0.19
C 5.269 2.944 -3.409 -0.84 -0.68 0.71 -0.23
C 5.308 1.418 -3.242 -0.87 0.75 -0.69 -0.16
N 4.414 0.740 -4.236 0.99 -0.09 0.94 -0.04
C 4.995 -0.570 -4.507 1.82 0.48 2.11 -0.26
C 4.210 -1.385 -5.429 -1.14 0.98 -1.09 -0.18
O 3.933 -0.440 -6.530 0.37 -1.71 1.54 -0.20
C 3.439 -1.039 -7.678 0.88 0.40 -1.48 -0.14
H 4.780 4.926 -4.761 -0.20 1.05 0.13 0.07
H 6.105 4.867 -5.924 0.03 -0.33 0.44 0.10
H 6.484 5.198 -4.218 0.09 0.13 0.36 0.09
H 4.208 3.233 -3.352 0.13 0.28 -0.03 0.10
H 5.800 3.446 -2.581 -0.08 -0.15 -0.20 0.13
H 4.975 1.127 -2.233 0.18 0.21 -0.25 0.11
H 6.351 1.155 -3.368 0.38 -0.49 -0.08 0.11
H 4.368 1.257 -5.094 0.19 0.37 -0.35 0.08
H 5.064 -1.032 -3.497 -0.08 -0.27 -0.58 0.13
H 6.044 -0.475 -4.818 0.04 0.03 -0.32 0.12
H 3.323 -1.632 -4.843 -0.66 -0.25 -0.68 0.12
H 4.690 -2.305 -5.798 -0.01 0.42 0.09 0.13
H 3.885 -0.434 -8.498 -0.92 -0.27 0.13 0.10
H 2.364 -1.101 -7.698 -0.65 0.33 -0.12 0.07
H 3.787 -2.049 -7.889 0.35 -0.31 0.45 0.08
C -4.679 -1.223 -5.710 0.69 1.05 -0.14 -0.10
O -3.337 -1.050 -5.256 -0.39 0.54 -1.56 -0.21
C -3.255 -1.270 -3.892 -0.14 -0.03 0.40 -0.24
C -1.772 -1.156 -3.404 -2.36 1.29 -0.59 -0.20
N -1.643 -1.943 -2.208 1.20 -0.96 -0.22 -0.04
C -1.402 -3.393 -2.486 0.10 0.31 1.01 -0.17
C -0.853 -4.079 -1.214 0.14 1.28 -0.37 -0.19
O 0.365 -3.399 -0.882 -0.41 -0.07 -0.67 -0.21
C 0.936 -3.826 0.316 0.60 -0.61 0.19 -0.10
H -4.918 -2.260 -5.590 -0.57 -0.72 -0.04 0.07
H -4.734 -0.921 -6.767 0.14 -0.24 0.36 0.09
H -5.400 -0.589 -5.150 0.37 -0.30 -0.07 0.09
H -3.684 -2.275 -3.722 0.36 0.04 0.50 0.11
H -3.959 -0.544 -3.432 0.56 -0.24 0.51 0.12
H -1.612 -0.085 -3.135 0.10 -0.69 -0.20 0.11
H -1.156 -1.368 -4.292 0.26 -0.36 0.38 0.12
H -0.829 -1.554 -1.743 0.09 -0.35 0.44 0.07
H -0.678 -3.572 -3.313 -0.51 0.18 0.24 0.13
H -2.383 -3.845 -2.689 0.38 -0.06 -0.33 0.11
H -0.652 -5.139 -1.385 -0.10 -0.12 0.00 0.12
H -1.576 -3.942 -0.394 0.14 -0.19 -0.06 0.11
H 1.772 -3.186 0.567 0.09 0.37 -0.13 0.06
H 1.360 -4.848 0.250 -0.42 0.19 -0.01 0.10
H 0.215 -3.772 1.119 -0.30 -0.17 0.45 0.07
C -0.975 0.904 4.713 1.09 -0.40 -0.42 -0.13
O -1.832 0.856 5.780 -0.25 0.18 0.91 -0.17
C -2.737 -0.228 5.738 0.05 1.80 1.51 -0.21
C -3.362 -0.209 7.127 -0.89 -1.66 0.65 -0.19
N -2.558 -0.595 8.285 0.74 1.52 0.14 -0.07
C -1.909 -1.883 8.206 0.30 0.03 0.99 -0.22
C -2.820 -2.977 8.785 -0.21 -0.86 -0.87 -0.19
O -2.271 -4.306 8.538 -0.56 1.12 -0.64 -0.20
C -2.608 -4.724 7.204 -0.34 -0.32 0.32 -0.12
H -0.380 -0.027 4.693 0.02 0.14 -0.34 0.08
H -0.269 1.735 4.829 -0.37 -0.09 -0.03 0.09
H -1.537 1.001 3.790 0.06 0.07 -0.57 0.08
H -2.251 -1.164 5.542 0.43 -0.55 -0.24 0.07
H -3.482 -0.026 4.981 -0.47 -0.16 -0.39 0.12
H -4.094 -1.022 7.135 -0.61 0.28 -0.38 0.11
H -3.884 0.721 7.378 0.21 -0.09 -0.41 0.13
H -1.919 0.157 8.585 -0.45 -0.74 -0.49 0.12
H -1.029 -1.844 8.874 -0.17 -0.11 -0.51 0.13
H -1.572 -2.107 7.191 0.03 -0.30 0.14 0.07
H -3.843 -2.935 8.324 0.69 0.07 0.39 0.12
H -2.923 -2.831 9.866 0.08 -0.17 -0.25 0.12
H -2.273 -4.042 6.400 -0.34 0.11 0.45 0.06
H -3.720 -4.919 7.146 1.07 0.21 -0.15 0.10
H -2.049 -5.640 6.993 -0.25 -0.07 0.25 0.08
```
Forces are in eV/Å.



[2]
ORCA calculation (wB97M-V/def2-TZVPD) on a cluster of 11 separate species, C26H74O19S11 in total at a distorted geometry.

Spin multiplicity: 1

```
130
Properties=species:S:1:pos:R:3:forces:R:3:lowdin_charge:R:1
O -5.721 -11.390 -5.703 1.07 -0.29 -2.72 -0.31
S -5.221 -11.257 -7.081 -1.09 2.17 -0.74 0.73
O -6.203 -11.178 -8.218 2.53 -0.21 2.87 -0.34
O -4.258 -9.836 -7.060 -1.53 -3.08 0.26 -0.30
C -4.771 -8.657 -7.692 2.31 -0.40 -0.36 -0.26
C -4.198 -8.594 -9.137 -1.15 0.18 0.12 -0.07
C -3.914 -12.470 -7.504 -0.57 0.23 0.24 -0.10
H -4.246 -7.928 -7.075 -0.27 0.52 -0.22 0.12
H -5.839 -8.522 -7.523 -0.01 -0.21 -0.61 0.12
H -3.129 -8.667 -9.341 0.35 0.63 1.28 0.07
H -4.580 -7.633 -9.480 0.14 -0.12 -0.80 0.07
H -4.473 -9.431 -9.779 -1.15 0.14 0.11 0.07
H -3.633 -12.470 -8.557 -0.53 0.49 -0.04 0.07
H -4.392 -13.425 -7.286 0.27 -0.03 0.24 0.07
H -3.000 -12.283 -6.941 -0.41 -0.04 0.41 0.07
O -11.910 -19.204 1.235 -0.46 -2.73 -1.55 -0.31
S -12.063 -20.461 0.477 -0.04 2.20 -1.34 0.67
O -11.841 -21.748 1.055 0.11 0.07 0.32 -0.29
O -13.589 -20.434 -0.136 1.64 0.99 1.86 -0.27
C -14.034 -21.495 -0.945 -0.13 -0.79 -0.56 -0.31
C -14.359 -20.889 -2.271 -0.57 -0.39 -0.72 -0.07
C -11.071 -20.362 -1.132 -0.92 -0.15 0.98 -0.08
H -14.922 -21.962 -0.519 -0.04 0.25 0.32 0.13
H -13.307 -22.305 -1.012 0.29 0.12 0.01 0.11
H -13.502 -20.386 -2.718 -0.11 0.05 0.03 0.07
H -15.206 -20.210 -2.170 0.21 0.24 -0.02 0.09
H -14.699 -21.673 -2.948 0.08 -0.06 -0.17 0.08
H -11.188 -21.293 -1.688 -0.10 -0.16 0.36 0.06
H -10.014 -20.222 -0.906 -0.22 0.22 0.13 0.07
H -11.517 -19.578 -1.744 0.28 0.25 0.34 0.06
O -13.638 -12.206 -9.406 -0.45 1.33 3.22 -0.33
S -13.748 -11.504 -8.095 1.18 0.81 -1.58 0.72
O -14.260 -12.093 -6.872 0.92 0.61 -1.93 -0.28
O -12.204 -10.918 -7.723 -2.96 -1.31 1.22 -0.29
C -11.352 -10.406 -8.696 0.79 2.13 -0.66 -0.30
C -10.714 -9.061 -8.148 -0.01 -1.79 -0.46 -0.05
C -14.605 -9.875 -8.399 0.60 -0.75 -0.24 -0.10
H -11.884 -10.077 -9.589 -0.17 -0.59 -0.26 0.10
H -10.619 -11.180 -8.925 0.14 0.29 -0.22 0.12
H -11.492 -8.337 -7.909 0.04 -0.19 0.26 0.07
H -10.076 -8.623 -8.916 0.03 -0.10 -0.06 0.07
H -10.085 -9.345 -7.304 -0.16 0.47 0.21 0.07
H -14.129 -9.373 -9.241 0.23 -0.32 -0.05 0.05
H -14.507 -9.210 -7.541 -0.18 -0.48 0.19 0.07
H -15.634 -10.073 -8.700 0.04 -0.15 0.36 0.07
O -7.144 -17.227 1.573 0.79 -1.56 2.02 -0.30
S -6.854 -18.077 2.732 0.46 2.65 0.30 0.64
O -7.124 -19.474 2.724 0.19 -0.22 -0.08 -0.27
O -5.265 -17.790 3.108 -2.06 0.17 -1.82 -0.28
C -4.675 -18.346 4.260 -0.03 -0.20 0.56 -0.32
C -3.258 -18.696 3.907 0.58 0.07 0.63 -0.07
C -7.669 -17.330 4.207 0.11 -0.17 -1.31 -0.10
H -5.230 -19.206 4.635 -0.04 -0.23 -0.24 0.12
H -4.734 -17.589 5.042 0.23 0.11 0.14 0.12
H -2.711 -17.837 3.518 -0.25 0.04 -0.31 0.08
H -3.184 -19.537 3.217 -0.08 0.11 0.04 0.09
H -2.731 -18.926 4.833 0.03 -0.37 0.05 0.08
H -8.707 -17.303 3.877 -0.11 -0.13 0.34 0.07
H -7.331 -16.300 4.324 0.18 -0.17 -0.08 0.06
H -7.524 -17.920 5.112 0.00 -0.07 -0.28 0.07
C -16.139 -16.114 -3.517 -0.77 0.48 1.13 -0.26
S -17.857 -16.317 -4.136 -0.32 -2.33 2.17 0.84
O -18.148 -17.796 -3.839 0.27 1.48 -0.98 -0.62
C -18.764 -15.497 -2.717 0.20 0.86 -1.06 -0.25
H -16.156 -16.536 -2.512 -0.16 -0.14 0.05 0.04
H -15.986 -15.047 -3.358 0.40 0.05 -0.38 0.05
H -15.337 -16.634 -4.040 -0.48 0.29 -0.61 0.05
H -19.838 -15.622 -2.854 0.11 -0.70 -0.26 0.04
H -18.669 -14.421 -2.860 0.49 0.17 0.32 0.04
H -18.476 -15.817 -1.715 0.34 -0.15 -0.32 0.06
C -7.487 -12.258 2.194 -0.45 0.32 1.31 -0.25
S -8.757 -11.025 2.777 -0.52 -1.51 0.62 0.84
O -9.984 -11.828 3.204 1.74 1.01 -0.48 -0.58
C -7.796 -10.578 4.271 -0.34 0.45 0.29 -0.28
H -7.796 -12.740 1.267 0.20 0.25 0.10 0.05
H -7.437 -12.957 3.029 -0.35 -0.43 -0.20 0.04
H -6.498 -11.801 2.233 -0.11 0.26 -0.76 0.04
H -7.673 -11.346 5.035 -0.02 -0.54 -0.51 0.06
H -8.335 -9.792 4.799 -0.13 0.18 -0.31 0.04
H -6.827 -10.179 3.967 -0.03 -0.04 -0.09 0.05
C -9.701 -14.401 -5.796 0.22 0.14 -0.16 -0.25
S -10.339 -14.675 -4.065 0.59 -1.91 -1.47 0.83
O -11.298 -15.837 -4.151 0.19 0.99 0.11 -0.59
C -8.837 -15.501 -3.409 -0.52 0.39 0.31 -0.25
H -10.520 -14.416 -6.515 -0.35 0.28 0.42 0.04
H -8.991 -15.121 -6.205 -0.02 -0.58 0.69 0.05
H -9.161 -13.457 -5.867 -0.29 0.29 0.25 0.04
H -7.922 -14.946 -3.616 -0.08 0.03 0.15 0.05
H -8.789 -16.530 -3.765 -0.13 0.18 -0.43 0.05
H -9.069 -15.568 -2.346 0.39 0.13 0.12 0.04
C -14.756 -15.221 2.599 -0.09 -1.26 -0.89 -0.27
S -14.462 -14.151 1.165 -0.34 1.27 -0.26 0.81
O -15.481 -14.439 0.088 0.83 -0.37 0.79 -0.58
C -12.804 -14.698 0.588 -0.50 -0.46 -0.26 -0.24
H -13.829 -15.327 3.162 -0.22 0.10 0.13 0.05
H -15.063 -16.180 2.180 0.46 -0.36 -0.10 0.05
H -15.634 -14.982 3.199 0.34 0.92 -0.04 0.05
H -12.103 -14.897 1.398 -0.19 0.15 0.08 0.05
H -12.426 -13.908 -0.060 -0.12 0.20 0.26 0.04
H -12.900 -15.573 -0.056 -0.19 -0.22 0.22 0.05
C -7.900 -19.839 -7.193 0.38 -1.35 0.51 -0.26
S -8.379 -20.858 -5.740 -0.55 2.38 0.33 0.83
O -7.954 -20.010 -4.553 -0.31 -1.07 -0.79 -0.59
C -10.171 -20.404 -5.956 0.19 -0.45 0.62 -0.25
H -6.812 -19.765 -7.207 -0.06 0.33 0.34 0.05
H -8.425 -18.891 -7.071 0.22 -0.12 -0.47 0.05
H -8.128 -20.473 -8.050 -0.54 0.53 -0.31 0.05
H -10.251 -19.318 -5.907 0.20 -0.02 -0.12 0.05
H -10.689 -20.795 -5.081 0.07 -0.11 0.03 0.03
H -10.663 -20.804 -6.843 0.35 -0.03 -0.12 0.05
C -3.717 -14.291 -0.204 -0.39 0.77 -0.02 -0.28
S -2.140 -14.483 -1.067 0.14 0.30 -1.93 0.85
O -2.447 -14.182 -2.564 0.60 -0.17 2.99 -0.59
C -1.260 -13.040 -0.285 -0.89 0.78 0.45 -0.25
H -4.299 -15.211 -0.151 0.25 -0.01 -0.28 0.05
H -4.222 -13.535 -0.804 -0.27 -0.15 -0.17 0.05
H -3.647 -13.853 0.792 0.43 -0.31 0.08 0.04
H -0.403 -13.271 0.347 0.30 -0.58 -0.73 0.04
H -1.898 -12.535 0.440 -0.54 -0.17 -0.09 0.03
H -1.069 -12.250 -1.011 0.34 -0.48 -0.34 0.05
C -10.337 -17.732 -13.356 -0.76 0.38 0.51 -0.24
S -10.855 -17.729 -11.541 1.54 0.13 -0.84 0.83
O -9.560 -18.049 -10.834 -1.06 0.29 -0.12 -0.60
C -11.044 -15.902 -11.431 0.97 -0.44 -0.25 -0.26
H -9.727 -16.863 -13.603 0.17 -0.02 0.40 0.04
H -11.231 -17.657 -13.976 -0.10 -0.23 0.01 0.04
H -9.785 -18.646 -13.572 -0.19 0.00 0.30 0.05
H -10.026 -15.602 -11.675 -0.01 0.31 -0.07 0.04
H -11.227 -15.565 -10.411 -0.41 -0.31 -0.11 0.05
H -11.734 -15.506 -12.176 -0.15 -0.12 0.23 0.05
```
Forces are in eV/Å.



For the records above, the corresponding DFT total energy values read -3504.9905 -6844.1880 hartree.
For the records above, the corresponding gap between HOMO and LUMO values read 9.1713 8.3523 eV.